# 1
102
Properties=species:S:1:pos:R:3:forces:R:3 method="wB97M-V/def2-TZVPD" multiplicity=1 homo_energy_ev=-15.1 orbital_gap_ha=0.2668 e_tot_ha=-2481.73982 e_above_lowest_kcal_mol=7.5 total_charge=+3 lumo_ev=-7.890
Ta -0.3658 0.1489 -0.1908 0.0 -0.1 0.2
O -1.0784 1.5054 0.9073 -0.8 -0.4 -0.2
C -1.2556 1.9538 2.2623 0.4 -0.1 -0.1
C -0.4603 0.9223 3.0836 -0.1 -0.1 0.0
C -0.9935 -0.4683 2.8728 0.1 0.2 0.0
C -1.6625 -1.0880 3.9141 0.0 -0.1 0.0
C -2.1990 -2.3500 3.7444 0.1 0.0 -0.1
C -2.0446 -2.9625 2.5107 0.0 0.0 0.1
C -1.3735 -2.3125 1.4935 0.0 -0.1 -0.1
C -1.3159 -2.9789 0.1438 0.0 0.0 0.0
C -2.2069 -2.2839 -0.9067 0.1 0.5 -0.1
O -1.7587 -0.8831 -0.8121 0.2 0.3 0.3
C -1.8908 -2.7239 -2.3237 0.0 -0.1 0.0
C -1.1535 -3.8670 -2.6080 0.0 0.0 0.0
C -0.9110 -4.2336 -3.9286 0.0 0.0 0.0
C -1.3947 -3.4550 -4.9663 0.0 0.0 0.0
C -2.1384 -2.3145 -4.6853 0.0 0.0 0.0
C -2.3927 -1.9574 -3.3730 0.0 0.0 0.0
C -3.6738 -2.3655 -0.5465 0.0 -0.2 0.0
C -4.2448 -1.5009 0.3793 0.0 0.0 0.1
C -5.5658 -1.6701 0.7688 0.0 0.0 0.0
C -6.3237 -2.7047 0.2415 0.0 0.0 0.0
C -5.7536 -3.5763 -0.6757 0.0 0.0 0.0
C -4.4342 -3.4095 -1.0677 0.0 0.0 -0.1
N -0.8302 -1.0703 1.6663 -0.4 -0.1 0.3
C -0.6398 3.3486 2.3050 0.0 0.0 0.1
C 0.4895 3.6556 3.0514 0.0 0.0 0.0
C 1.0405 4.9338 3.0042 0.0 0.0 0.0
C 0.4708 5.9075 2.2030 0.0 0.0 0.0
C -0.6739 5.6123 1.4676 0.0 0.0 0.0
C -1.2300 4.3463 1.5281 0.0 0.0 0.0
C -2.7297 1.9890 2.6173 0.1 0.1 0.2
C -3.0848 2.1883 3.9515 0.0 0.0 0.0
C -4.4162 2.2873 4.3154 0.0 0.0 0.0
C -5.4106 2.2154 3.3457 0.0 0.0 0.1
C -5.0612 2.0476 2.0173 0.0 0.0 0.0
C -3.7237 1.9285 1.6532 -0.1 0.0 0.0
H 0.5847 0.9749 2.7702 0.0 0.0 0.0
H -0.4919 1.1489 4.1472 0.0 0.0 0.0
H -1.7638 -0.5587 4.8504 0.0 0.0 0.0
H -2.7349 -2.8400 4.5460 0.0 0.0 0.0
H -2.4631 -3.9392 2.3140 0.0 0.0 0.0
H -0.3063 -2.9908 -0.2628 0.0 -0.1 0.0
H -1.6258 -4.0171 0.2479 -0.1 0.0 0.0
H -0.7915 -4.5158 -1.8195 0.0 0.0 0.0
H -0.3647 -5.1439 -4.1379 0.0 0.0 0.0
H -1.2157 -3.7431 -5.9933 0.0 0.0 0.0
H -2.5355 -1.7168 -5.4946 0.0 0.0 0.0
H -3.0008 -1.0872 -3.1573 0.0 0.0 0.0
H -3.6681 -0.6959 0.8160 0.0 0.1 0.0
H -5.9995 -0.9921 1.4919 0.0 0.0 0.0
H -7.3549 -2.8318 0.5415 0.0 0.0 0.0
H -6.3381 -4.3838 -1.0949 0.0 0.0 0.0
H -4.0098 -4.0882 -1.7973 0.0 0.0 0.0
H 0.9408 2.9211 3.7074 0.0 0.0 0.0
H 1.9048 5.1691 3.6115 0.0 0.0 0.0
H 0.8920 6.9033 2.1738 0.0 0.0 0.0
H -1.1478 6.3844 0.8753 0.0 0.0 0.0
H -2.1517 4.1362 0.9960 0.0 0.0 0.0
H -2.3197 2.2991 4.7122 0.0 0.0 0.0
H -4.6810 2.4455 5.3521 0.0 0.0 0.0
H -6.4499 2.3133 3.6283 0.0 0.0 0.0
H -5.8270 2.0251 1.2530 0.0 0.0 0.0
H -3.4690 1.8187 0.6070 0.0 -0.1 0.0
C 3.5163 2.5853 1.5026 0.0 0.0 0.0
O 2.6062 3.1389 0.5200 0.0 0.0 0.0
C 1.6471 2.3977 0.0784 -0.1 -0.1 0.0
O 1.4870 1.1836 0.3829 0.3 0.3 0.0
N 0.8238 3.0070 -0.7745 0.1 -0.1 -0.1
N -0.2317 2.2700 -1.3316 -0.1 0.1 -0.3
H 4.2377 3.3729 1.6849 0.0 0.0 0.0
H 4.0053 1.7055 1.0920 0.0 0.0 0.0
H 2.9666 2.3527 2.4111 0.0 0.0 0.0
H 0.9466 3.9833 -1.0062 0.0 0.0 0.0
H -0.0513 2.1255 -2.3246 0.0 0.0 0.0
H -1.0918 2.8000 -1.1949 0.0 0.0 0.0
N 1.4045 -1.3640 0.0711 0.1 0.0 0.0
C 2.0194 -1.7174 -1.2406 0.1 0.1 -0.1
C 3.4330 -2.2769 -1.1768 0.0 0.0 -0.1
C 3.8696 -2.7177 -2.5782 0.0 -0.1 0.0
C 5.1195 -3.5965 -2.6276 0.0 0.0 0.0
N 6.3268 -3.0297 -2.0148 0.0 0.1 0.0
C 7.2187 -2.2729 -2.6567 0.1 0.0 0.0
N 8.3820 -1.9823 -2.0734 0.0 0.0 0.0
N 6.9521 -1.7850 -3.8634 0.0 0.0 0.0
C 1.8492 -0.4100 -2.0250 -0.5 0.0 0.0
O 2.7052 0.2605 -2.5257 0.2 -0.3 0.0
O 0.5564 -0.0799 -1.9794 0.4 0.1 0.0
H 2.0729 -0.8117 0.6063 0.1 -0.1 0.1
H 1.2070 -2.1928 0.6227 0.0 0.0 0.0
H 1.3420 -2.4369 -1.7109 0.0 0.0 0.0
H 3.4438 -3.1389 -0.5012 0.0 0.0 0.0
H 4.1166 -1.5303 -0.7630 0.0 0.0 -0.1
H 3.9670 -1.8475 -3.2290 0.1 0.1 0.1
H 3.0703 -3.3273 -3.0111 0.0 0.0 -0.1
H 5.3578 -3.8636 -3.6591 -0.1 0.0 0.0
H 4.9326 -4.5429 -2.1218 0.0 0.0 0.1
H 6.6106 -3.3940 -1.1200 0.0 0.0 0.0
H 8.6747 -2.4542 -1.2341 0.0 0.0 0.0
H 9.0840 -1.4448 -2.5551 0.0 0.0 0.0
H 6.0803 -1.9702 -4.3275 0.0 0.0 0.0
H 7.6552 -1.2928 -4.3898 0.0 0.0 0.0

***

# 2
98
Properties=species:S:1:pos:R:3:forces:R:3 method="wB97M-V/def2-TZVPD" multiplicity=2 homo_energy_ev="-2.6 / -4.3" orbital_gap_ha="0.1749 / 0.2359" e_tot_ha=-4547.68626 e_above_lowest_kcal_mol=17.3 total_charge=-1 s2=0.757 lumo_ev="2.153 / 2.152"
Rb -1.2205 -2.2353 0.4714 -0.1 -0.2 0.1
C -0.6184 -2.1441 5.7293 -0.1 0.0 0.1
Sb 0.0071 -1.7706 3.7212 0.0 0.0 -0.2
C -1.5745 -0.3733 3.2067 0.1 -0.1 0.0
C 1.2363 0.0311 4.3595 0.0 0.1 0.1
C 2.6528 -0.3727 4.4982 0.0 0.0 0.0
C 3.0722 -0.9728 5.6919 0.0 0.0 0.0
C 4.3571 -1.4499 5.8696 0.1 0.0 0.0
C 5.2797 -1.3309 4.8381 0.0 0.0 0.0
C 4.8847 -0.7393 3.6500 0.0 0.0 0.0
C 3.5867 -0.2639 3.4489 0.1 0.0 -0.1
C 3.2460 0.3376 2.1181 0.1 0.0 0.0
Sb 2.4533 -1.0800 0.6524 -0.4 0.2 0.1
C 4.0397 -2.4911 0.8723 0.1 -0.1 0.0
C 3.3246 -0.0727 -1.0188 0.1 0.0 0.0
H 0.1710 -2.6402 6.2923 0.0 0.0 0.0
H -1.4942 -2.7882 5.6856 0.0 0.0 0.1
H -0.8689 -1.2007 6.2131 0.0 0.0 0.0
H -1.7607 0.2841 4.0565 0.0 0.0 0.0
H -2.4824 -0.9258 2.9730 -0.1 0.0 0.0
H -1.2791 0.2562 2.3623 0.0 0.0 0.0
H 0.8317 0.4023 5.3037 0.0 0.0 0.0
H 1.0749 0.7868 3.5910 0.0 0.0 0.0
H 2.3496 -1.0612 6.4971 0.0 0.0 0.0
H 4.6377 -1.9101 6.8094 0.0 0.0 0.0
H 6.2939 -1.6915 4.9547 0.0 0.0 0.0
H 5.6018 -0.6365 2.8426 0.0 0.0 0.0
H 4.1441 0.7419 1.6468 0.0 0.0 0.0
H 2.5183 1.1439 2.2007 0.0 0.0 0.0
H 4.9947 -1.9835 0.7365 0.0 0.0 0.0
H 3.9334 -3.2710 0.1182 0.0 0.0 0.0
H 3.9990 -2.9429 1.8619 0.0 0.0 0.0
H 4.3629 0.1699 -0.7866 0.0 0.0 0.0
H 2.7691 0.8351 -1.2409 0.0 0.0 0.0
H 3.2790 -0.7097 -1.9015 0.0 0.0 0.0
C -4.1104 -1.2537 -5.3693 0.0 0.0 0.0
C -3.8877 -2.2925 -4.4758 0.0 0.0 0.0
C -2.7276 -2.3111 -3.7101 0.0 -0.1 0.0
C -1.7683 -1.3039 -3.8039 0.0 0.1 0.0
C -2.0145 -0.2725 -4.7104 0.0 0.0 0.0
C -3.1665 -0.2438 -5.4869 0.0 0.0 0.0
Ge -0.1451 -1.2840 -2.6349 -0.3 0.5 -0.1
C 0.6742 -3.0666 -3.3346 0.1 -0.1 0.2
C 1.7015 -3.6472 -2.5909 0.0 0.0 0.0
C 2.3033 -4.8410 -2.9688 0.0 0.0 0.0
C 1.8670 -5.4988 -4.1118 0.0 0.0 0.0
C 0.8389 -4.9475 -4.8633 0.0 0.0 0.0
C 0.2531 -3.7460 -4.4778 0.0 0.0 -0.1
C 1.0831 -0.0405 -3.6041 0.1 0.1 0.0
C 1.9681 -0.5165 -4.5740 0.0 -0.1 0.0
C 2.8440 0.3274 -5.2470 0.0 0.0 0.0
C 2.8584 1.6859 -4.9722 0.0 0.0 0.0
C 1.9796 2.1893 -4.0229 0.0 0.0 0.0
C 1.1101 1.3358 -3.3569 0.0 0.0 0.0
H -5.0107 -1.2334 -5.9723 0.0 0.0 0.0
H -4.6150 -3.0901 -4.3773 0.0 0.0 0.0
H -2.5673 -3.1475 -3.0344 0.0 0.0 0.0
H -1.2917 0.5300 -4.8190 0.0 0.0 0.0
H -3.3257 0.5705 -6.1849 0.0 0.0 0.0
H 2.0436 -3.1524 -1.6835 0.0 0.0 0.0
H 3.1040 -5.2603 -2.3699 0.0 0.0 0.0
H 2.3223 -6.4351 -4.4118 0.0 0.0 0.0
H 0.4922 -5.4521 -5.7588 0.0 0.0 0.0
H -0.5374 -3.3309 -5.0944 0.0 0.0 0.0
H 1.9859 -1.5742 -4.8088 0.0 0.0 0.0
H 3.5197 -0.0829 -5.9888 0.0 0.0 0.0
H 3.5436 2.3445 -5.4928 0.0 0.0 0.0
H 1.9745 3.2489 -3.7936 0.0 0.0 0.0
H 0.4472 1.7603 -2.6142 0.0 0.0 0.0
F -1.0527 -4.4630 2.1457 -0.1 0.0 0.0
C -1.8000 -3.6465 3.0720 -0.1 -0.2 -0.1
F -3.0109 -3.4017 2.3112 0.1 0.1 0.1
H -2.1473 -4.4019 3.7941 0.0 0.1 0.1
C -3.9294 5.0174 2.9519 0.0 0.0 0.0
C -3.0669 5.2181 1.6997 0.0 -0.1 0.0
C -3.7111 6.2835 0.8033 0.0 0.0 0.0
C -1.6970 5.7334 2.1389 0.0 0.0 0.0
C -2.9668 3.8970 0.9292 0.1 0.1 0.1
C -4.1380 3.2868 0.4711 -0.1 -0.1 0.0
C -4.1368 2.0998 -0.2580 0.1 0.1 0.1
C -2.9048 1.5456 -0.5221 -0.3 -0.5 -0.2
O -2.5995 0.4144 -1.2516 0.0 0.3 0.3
B -1.1909 0.3751 -1.3257 0.3 -0.4 -0.8
O -0.6657 1.3922 -0.5108 -0.1 0.2 0.2
C -1.7468 2.1283 -0.0736 0.5 0.1 0.1
C -1.7340 3.2963 0.6584 -0.2 0.0 -0.1
H -4.0068 5.9508 3.5155 0.0 0.0 0.0
H -3.4938 4.2583 3.6038 0.0 0.0 0.0
H -4.9391 4.6962 2.6945 0.0 0.0 0.0
H -3.7904 7.2330 1.3391 0.0 0.0 0.0
H -4.7128 5.9915 0.4862 0.0 0.0 0.0
H -3.1124 6.4472 -0.0948 0.0 0.0 0.0
H -1.8219 6.6749 2.6778 0.0 0.0 0.0
H -1.0430 5.9231 1.2857 0.0 0.0 0.0
H -1.1906 5.0329 2.8054 0.0 0.0 0.0
H -5.0935 3.7521 0.6790 0.0 0.0 0.0
H -5.0509 1.6457 -0.6135 0.0 0.0 0.0
H -0.7955 3.7203 0.9824 0.0 0.0 0.0